ORCA calculation (ωB97M-V/def2-TZVPD) on a gas-phase ion, C16H34N3S (charge +1).

* net charge: +1
* structure (SMILES): CCCCCCCCNC(=S)NCC[NH+]1CCCCC1
* LUMO: -2.19 eV
* energy above the lowest of the compared OMol25 structures with the same formula, charge and spin: 0.059 eV

Geometry as XYZ:
```
54
Properties=species:S:1:pos:R:3:forces:R:3
H 5.726 -4.914 0.462 0.037 -0.064 0.067
C -5.219 3.136 -0.610 -0.098 0.114 0.229
H -1.398 3.650 1.802 -0.109 0.027 -0.054
H -1.342 3.692 -1.232 0.144 0.066 0.053
H -2.047 5.053 0.940 -0.099 -0.064 0.018
N -3.094 3.253 0.622 0.081 -0.268 -0.103
C -4.045 4.020 -0.210 -0.421 0.115 -0.572
C -0.452 1.302 -0.527 0.063 -0.106 0.159
H -2.811 2.355 0.035 -0.136 0.564 0.410
H -3.525 4.381 -1.098 0.097 0.006 0.092
C -3.752 2.790 1.860 -0.283 -0.483 0.468
H -6.733 1.938 0.348 -0.077 0.026 0.023
H 2.025 0.720 0.706 0.029 0.018 -0.052
C 1.860 0.394 -0.328 0.395 0.156 -0.061
H -0.116 4.567 -0.302 -0.050 -0.065 0.008
C -1.833 3.986 0.858 0.548 0.257 -0.053
H -4.856 2.298 -1.208 -0.001 0.002 -0.099
C 2.505 -0.973 -0.534 -0.117 0.079 0.369
H 0.995 -2.027 0.594 -0.045 0.035 0.086
H 4.589 -2.952 -0.504 0.080 0.113 -0.010
H 4.474 -3.006 1.253 0.039 0.104 -0.005
C 4.137 -3.487 0.331 -0.140 -0.269 0.034
H 4.491 -4.190 -2.434 -0.003 0.140 -0.088
C -5.928 2.612 0.634 0.108 -0.205 -0.131
H 4.683 -6.750 -0.779 -0.101 -0.038 0.001
C -0.821 3.736 -0.270 -0.408 0.125 0.153
H -4.096 3.661 2.425 0.111 0.036 -0.031
H -4.551 0.997 0.989 0.035 -0.082 0.048
H 3.224 -5.806 -1.039 -0.052 -0.099 0.008
H 2.271 -3.709 -0.731 -0.095 -0.093 -0.041
C 4.641 -4.931 0.338 -0.068 0.050 -0.141
H -5.906 3.715 -1.226 0.064 0.021 -0.080
H 2.453 -1.648 1.509 -0.051 0.048 0.073
H -4.396 4.881 0.366 0.138 -0.006 0.031
H 0.912 2.623 0.159 0.007 0.030 -0.039
H 2.242 -1.349 -1.525 0.054 0.008 -0.108
N -0.060 2.518 -0.086 0.590 -0.407 -0.130
N 0.436 0.315 -0.592 0.067 -0.028 -0.020
C -4.923 1.878 1.514 -0.140 0.261 0.017
H 0.086 -0.579 -0.908 -0.144 0.181 0.076
H 4.751 -5.825 -3.028 0.021 0.010 -0.128
H 3.586 -0.844 -0.505 0.011 0.023 -0.096
C 2.086 -1.983 0.536 0.035 -0.158 -0.296
H 2.316 1.125 -1.007 -0.036 -0.011 0.098
C 2.614 -3.391 0.255 0.166 0.223 0.156
H -6.369 3.443 1.187 -0.071 0.047 0.033
H 2.183 -4.072 0.992 -0.047 -0.087 -0.042
H -3.020 2.246 2.460 0.071 0.122 -0.085
C 4.307 -5.734 -0.920 0.171 0.103 0.067
H -5.396 1.545 2.437 0.078 -0.047 0.041
H 5.997 -5.032 -2.066 0.138 0.051 -0.039
H 4.219 -5.447 1.203 0.056 0.009 0.084
S -2.043 0.976 -0.957 -0.477 -0.433 -0.548
C 4.924 -5.156 -2.188 -0.165 -0.154 0.151
```
Forces are in eV/Å.

Atom charges from the Mulliken analysis, given in e for atoms 1 to 6: 0.35, -0.58, 0.40, 0.42, 0.38, 0.66

=====

ORCA calculation (ωB97M-V/def2-TZVPD) on C4H5ClN2 in the gas phase in a non-equilibrium geometry.

* structure (SMILES): Cl[C@@H]1[C@H]2C=NN[C@@H]12
* LUMO: 0.61 eV
* energy above the lowest of the compared OMol25 structures with the same formula, charge and spin: 3.959 eV

Geometry as XYZ:
```
12
Properties=species:S:1:pos:R:3:forces:R:3
H 0.555 0.369 -1.552 2.330 -0.622 2.392
H -1.118 -1.974 -0.579 0.219 -1.154 -0.816
C -1.046 1.003 -0.071 -2.872 -4.291 -0.574
C 0.242 -0.800 0.478 1.191 0.900 -0.510
C 0.210 0.747 0.645 0.128 0.156 -0.374
N -1.112 -1.306 0.147 1.834 3.837 0.134
C 1.041 0.153 -0.464 -0.549 -0.607 -1.732
N -1.680 -0.121 -0.472 0.595 2.247 1.658
H 1.092 -1.340 0.889 -1.243 -0.660 0.927
H -1.608 1.896 -0.258 0.381 0.536 -0.168
H 0.539 1.528 1.355 0.122 -1.115 -0.040
Cl 2.884 -0.156 -0.119 -2.136 0.772 -0.897
```
Forces are in eV/Å.

Atom charges from the Mulliken analysis, given in e for atoms 1 to 6: 0.32, 0.30, -0.29, -0.38, -0.18, -0.24

=====

ORCA calculation (ωB97M-V/def2-TZVPD) on C7H10O in the gas phase in a non-equilibrium geometry.

* structure (SMILES): C=C=C[C@@H](C)C(C)=O
* LUMO: 0.85 eV
* energy above the lowest of the compared OMol25 structures with the same formula, charge and spin: 2.084 eV

Geometry as XYZ:
```
18
Properties=species:S:1:pos:R:3:forces:R:3
H -1.402 -0.456 1.749 0.046 0.086 -0.126
H 0.883 -0.721 2.644 0.029 -0.020 0.062
C 0.111 1.721 -0.499 -0.186 -0.115 -0.660
H 0.951 1.117 -0.825 0.172 0.038 -0.061
H 0.452 2.381 0.294 -0.041 -0.019 0.212
H -0.598 -2.363 0.575 0.195 -0.334 -0.253
C 0.705 0.066 1.912 -0.179 0.070 0.031
C -0.542 -0.260 1.105 -0.594 1.582 -2.011
C 0.274 -1.371 -2.368 0.009 0.098 -0.479
H -0.445 -1.296 -3.171 -0.185 0.021 0.001
C -0.355 -1.393 0.157 -0.121 -1.024 -0.318
H -0.261 2.330 -1.320 0.039 0.009 -0.089
C -0.076 -1.308 -1.122 0.174 -0.726 0.906
H 1.586 0.131 1.280 0.057 0.034 -0.080
C -1.002 0.846 0.010 0.261 0.542 3.010
H 0.583 1.009 2.443 0.040 0.014 0.107
O -2.168 1.059 -0.194 0.156 -0.297 -0.382
H 1.305 -1.491 -2.672 0.127 0.039 0.129
```
Forces are in eV/Å.

Atom charges from the Mulliken analysis, given in e for atoms 1 to 6: 0.40, 0.42, -1.20, 0.36, 0.30, 0.35

=====

Table of highest occupied orbital energy (eV), in record order: -12.064 -9.139 -9.117
Table of total energy (Ha), in record order: -1192.331270 -724.990100 -347.886602